Record 1
An isolated ion of composition C3H7N4O2S2 and charge +1. Source: the OMol25 dataset; level of theory: the ωB97M-V functional and the def2-TZVPD basis.

```
! wB97M-V def2-TZVPD RIJCOSX def2/J DEFGRID3
* xyz 1 1
C 2.0738 -1.0393 0.1904
C -0.1423 -0.2079 0.1247
C 0.3507 1.5141 -1.5092
N 1.9294 -0.0548 -0.5606
N 0.6976 0.4342 -0.6729
N 3.1893 -1.6108 0.6191
N -2.7864 -0.1448 1.6625
O -2.3117 1.5003 -0.3096
O -2.6424 -0.9641 -0.6654
S 0.4782 -1.4367 1.0717
S -2.3072 0.1587 0.1398
H 0.9040 2.4763 -1.2136
H 0.3559 1.1750 -2.4857
H -0.6392 1.8161 -1.3695
H 3.9941 -1.0250 0.4567
H 3.3854 -2.5690 0.6371
H -2.8083 0.5960 2.3248
H -3.7209 -0.6181 1.5598
*
```

Calculated values
Energy above the lowest of the compared OMol25 structures with the same formula, charge and spin: 0.0 kcal/mol
HOMO energy: -13.699 eV
E_LUMO: -3.99 eV
Frontier orbital gap: 0.357 hartree


Record 2
An isolated ion of composition C3H7N4S and charge +1. Source: the OMol25 dataset; level of theory: the ωB97M-V functional and the def2-TZVPD basis.

```
! wB97M-V def2-TZVPD RIJCOSX def2/J DEFGRID3
* xyz 1 1
N 2.2894 -0.4108 -0.8597
C 1.2008 -0.8406 -0.6958
N 0.2940 -1.6891 -0.4608
C -0.5631 -1.7914 0.7771
N -0.8485 -0.6106 1.4462
C -0.8379 0.5516 0.9961
S -0.4978 1.0810 -0.6626
N -0.4623 2.7392 -0.3575
H 2.7338 0.4038 -1.2358
H 0.2162 -2.4835 -1.0859
H -0.0429 -2.4612 1.4726
H -1.4987 -2.2700 0.4680
H -1.0823 1.3853 1.6392
H 0.3804 3.1896 -0.6997
H -1.2812 3.2069 -0.7415
*
```

Calculated values
Energy above the lowest of the compared OMol25 structures with the same formula, charge and spin: 36.3 kcal/mol
HOMO energy: -13.521 eV
E_LUMO: -4.24 eV
Frontier orbital gap: 0.341 hartree